# 1
Formula: C6H13NO
Source: OMol25
Level of theory: ωB97M-V/def2-TZVPD

Last column: Mulliken charge in e.
Geometry (Å):
C -0.132 1.215 0.586  -0.612
N 0.690 0.723 -0.237  -0.466
C 1.104 -0.662 -0.100  1.257
C 1.701 -1.085 -1.444  -1.488
C 2.150 -0.749 1.017  -1.532
O 0.044 -1.527 0.276  -0.574
H -0.255 2.288 0.614  0.425
H -0.603 0.637 1.395  0.384
H 2.540 -0.442 -1.688  0.370
H 0.955 -0.986 -2.229  0.373
H 2.034 -2.118 -1.393  0.370
H 2.967 -0.060 0.817  0.364
H 2.535 -1.766 1.070  0.407
H 1.686 -0.497 1.967  0.355
H -0.602 -1.535 -0.437  0.339
C -2.583 1.554 -0.466  -0.489
C -2.963 0.634 0.415  -0.506
H -2.254 1.293 -1.459  0.246
H -2.750 2.605 -0.286  0.297
H -3.388 0.901 1.370  0.270
H -2.877 -0.422 0.213  0.210

Values from the calculation:
relative energy (zero: lowest compared OMol25 entry of this formula, charge and spin): 243.7 kJ/mol
F_max: 0.026 hartree/bohr
E_LUMO: 0.91 eV
M: 115.176 g/mol
HOMO energy: -9.39 eV
multiplicity: 1
E_tot: -366.34108 hartree


# 2
Formula: C6H13NO
Source: OMol25
Level of theory: ωB97M-V/def2-TZVPD

Last column: Mulliken charge in e.
Geometry (Å):
C 0.998 -0.125 -1.819  -1.095
C 1.509 -0.742 1.738  -1.189
C 0.825 -1.000 0.427  0.151
N 0.612 0.063 -0.432  0.080
H 1.089 -1.955 -0.038  0.349
H 0.497 0.630 -2.428  0.403
H 0.727 -1.114 -2.216  0.376
H 2.079 -0.001 -1.919  0.307
H 1.084 0.121 2.249  0.211
H 1.438 -1.609 2.397  0.337
H 2.565 -0.524 1.550  0.338
C -1.009 1.629 0.798  -1.500
C -0.955 0.460 -0.148  0.999
C -1.856 0.356 -1.163  -1.141
O -0.836 -1.062 0.858  -0.536
H -1.344 -1.620 0.246  0.394
H -0.648 1.358 1.789  0.314
H -2.028 2.007 0.905  0.416
H -0.369 2.432 0.429  0.256
H -1.826 -0.464 -1.869  0.295
H -2.552 1.160 -1.358  0.236

Values from the calculation:
relative energy (zero: lowest compared OMol25 entry of this formula, charge and spin): 434.2 kJ/mol
F_max: 0.059 hartree/bohr
E_LUMO: 0.90 eV
M: 115.176 g/mol
HOMO energy: -7.54 eV
multiplicity: 1
E_tot: -366.26851 hartree


# 3
Formula: C6H13NO
Source: OMol25
Level of theory: ωB97M-V/def2-TZVPD

Last column: Mulliken charge in e.
Geometry (Å):
C 0.937 1.016 0.762  -0.106
C -0.144 0.659 1.658  -0.608
C 0.601 1.728 -0.506  -0.973
C 1.899 -0.849 0.043  -1.237
H 1.905 1.230 1.199  0.426
H -0.611 -0.285 1.213  0.096
H -0.980 1.363 1.632  0.346
H 0.168 0.437 2.676  0.290
H 0.289 2.753 -0.269  0.386
H -0.236 1.244 -1.011  0.176
H 1.448 1.791 -1.188  0.337
H 2.294 -1.155 1.011  0.310
H 2.600 -0.160 -0.422  0.384
H 1.910 -1.689 -0.659  0.392
C -0.749 -1.719 -0.012  -0.910
O -3.473 -0.258 -1.471  -0.386
N -2.247 -0.910 -1.871  -0.516
C -1.589 -1.358 -0.920  0.754
H -3.852 -0.027 -2.328  0.358
H -0.726 -2.720 0.400  0.384
H 0.556 -1.089 0.061  0.098

Values from the calculation:
relative energy (zero: lowest compared OMol25 entry of this formula, charge and spin): 800.7 kJ/mol
F_max: 0.037 hartree/bohr
E_LUMO (spin up / spin down): 0.07 / 0.07 eV
M: 115.176 g/mol
HOMO energy (spin up / spin down): -8.09 / -8.08 eV
multiplicity: 1
E_tot: -366.12893 hartree


# 4
Formula: C6H13NO
Source: OMol25
Level of theory: ωB97M-V/def2-TZVPD

Last column: Mulliken charge in e.
Geometry (Å):
C 2.878 -0.301 -1.298  -0.686
O 1.917 -1.110 -0.725  -0.811
C 1.287 0.846 0.724  -0.748
C 0.457 -0.005 1.438  -0.204
C -0.425 -0.898 0.697  -0.815
N -3.646 0.761 -0.506  -0.533
C -2.627 0.262 0.311  -0.103
C -1.420 -0.101 -0.116  -0.333
H 3.232 0.484 -0.610  0.243
H 2.480 0.240 -2.181  0.212
H 3.717 -0.894 -1.696  0.248
H 1.721 1.614 1.355  0.327
H 1.017 1.156 -0.266  0.316
H 0.420 -0.104 2.511  0.376
H 1.603 -0.357 0.729  0.539
H -0.926 -1.670 1.273  0.478
H 0.226 -1.437 0.003  0.367
H -3.380 0.839 -1.474  0.230
H -4.535 0.295 -0.408  0.234
H -2.883 0.228 1.360  0.336
H -1.112 0.150 -1.121  0.329

Values from the calculation:
relative energy (zero: lowest compared OMol25 entry of this formula, charge and spin): 621.9 kJ/mol
F_max: 0.075 hartree/bohr
E_LUMO: -0.05 eV
M: 115.176 g/mol
HOMO energy: -7.58 eV
multiplicity: 1
E_tot: -366.19704 hartree


# 5
Formula: C6H13NO
Source: OMol25
Level of theory: ωB97M-V/def2-TZVPD

Last column: Mulliken charge in e.
Geometry (Å):
C -1.535 -0.777 1.132  -1.279
C -1.480 0.054 -0.118  -0.051
C -1.973 -0.338 -1.288  -0.148
C -1.873 0.447 -2.558  -1.159
H -0.720 -1.501 1.170  0.261
H -1.470 -0.168 2.032  0.325
H -2.469 -1.334 1.170  0.419
H -1.067 1.061 -0.084  0.388
H -2.454 -1.313 -1.310  0.331
H -1.327 1.373 -2.378  0.305
H -2.858 0.683 -2.961  0.320
H -1.333 -0.126 -3.315  0.295
C 2.463 -0.255 -0.057  -0.815
N 1.762 0.383 1.036  -0.019
C 2.359 0.684 2.213  0.057
O 3.479 0.357 2.538  -0.578
H 2.344 0.333 -0.969  0.298
H 2.104 -1.274 -0.230  0.257
H 3.516 -0.299 0.206  0.317
H 0.832 0.737 0.898  0.163
H 1.700 1.274 2.872  0.315

Values from the calculation:
relative energy (zero: lowest compared OMol25 entry of this formula, charge and spin): 120.6 kJ/mol
F_max: 0.008 hartree/bohr
E_LUMO: 0.85 eV
M: 115.176 g/mol
HOMO energy: -9.55 eV
multiplicity: 1
E_tot: -366.38797 hartree


# 6
Formula: C6H13NO
Source: OMol25
Level of theory: ωB97M-V/def2-TZVPD

Last column: Mulliken charge in e.
Geometry (Å):
C -1.839 -0.370 0.066  -0.423
C -3.049 0.443 0.338  -1.065
C -0.798 0.143 -0.818  0.424
N 0.209 -0.795 -1.242  -0.278
C 1.158 -1.223 -0.204  -0.702
C 1.590 -0.057 0.723  -0.218
C 2.482 0.960 -0.096  -1.146
O -0.624 1.310 -1.163  -0.597
H -1.837 -1.449 0.067  0.467
H -0.973 -0.594 1.899  0.120
H -3.638 -0.007 1.143  0.336
H -3.689 0.510 -0.544  0.335
H -2.873 1.533 0.555  0.275
H 0.608 -0.407 -2.078  0.368
H 1.986 -1.659 -0.819  0.410
H 0.662 -2.005 0.402  0.250
H 2.087 -0.373 1.635  0.389
H 0.595 0.469 0.911  0.128
H 2.003 0.931 -1.061  0.279
H 2.398 1.945 0.344  0.307
H 3.543 0.696 -0.057  0.341

Values from the calculation:
relative energy (zero: lowest compared OMol25 entry of this formula, charge and spin): 450.1 kJ/mol
F_max: 0.062 hartree/bohr
E_LUMO: -1.20 eV
M: 115.176 g/mol
HOMO energy: -9.15 eV
multiplicity: 1
E_tot: -366.26247 hartree


# 7
Formula: C6H13NO
Source: OMol25
Level of theory: ωB97M-V/def2-TZVPD

Last column: Mulliken charge in e.
Geometry (Å):
C 0.768 -0.706 -1.699  -1.435
C -0.211 -0.620 -0.552  1.496
C -0.864 -1.936 -0.221  -1.621
C -1.036 0.641 -0.444  -1.343
C 0.064 0.395 0.567  1.135
C -0.295 0.099 1.992  -1.463
O 1.337 1.078 0.442  -0.343
N 1.093 2.490 0.190  -0.580
H 0.308 -1.201 -2.560  0.408
H 1.650 -1.282 -1.399  0.309
H 1.106 0.281 -2.034  0.296
H -1.680 -1.835 0.500  0.306
H -0.124 -2.628 0.195  0.326
H -1.286 -2.389 -1.125  0.424
H -0.894 1.425 -1.179  0.273
H -2.064 0.566 -0.108  0.279
H -1.333 -0.228 2.105  0.322
H -0.168 0.993 2.612  0.438
H 0.356 -0.685 2.392  0.275
H 1.674 2.624 -0.638  0.255
H 1.600 2.916 0.965  0.242

Values from the calculation:
relative energy (zero: lowest compared OMol25 entry of this formula, charge and spin): 302.5 kJ/mol
F_max: 0.034 hartree/bohr
E_LUMO: 0.98 eV
M: 115.176 g/mol
HOMO energy: -9.32 eV
multiplicity: 1
E_tot: -366.31869 hartree


# 8
Formula: C6H13NO
Source: OMol25
Level of theory: ωB97M-V/def2-TZVPD

Last column: Mulliken charge in e.
Geometry (Å):
C -0.807 -0.938 -0.690  0.458
C -1.822 -0.149 -1.458  -1.166
C 0.127 -1.861 -1.410  -1.166
N -0.399 -0.385 2.439  -0.509
O -0.073 -0.051 1.146  -0.380
H -1.254 -1.422 0.166  0.276
H 0.411 -0.722 2.954  0.219
H -0.851 0.387 2.923  0.219
H -1.424 0.274 -2.381  0.277
H -2.663 -0.809 -1.719  0.384
H -2.224 0.661 -0.848  0.324
H 0.964 -2.141 -0.769  0.324
H 0.521 -1.436 -2.333  0.277
H -0.412 -2.787 -1.663  0.384
C 1.677 1.946 1.348  -1.241
C 1.063 1.217 0.239  0.594
C 0.778 0.859 -0.909  -0.605
H 2.239 1.269 1.996  0.272
H 2.360 2.713 0.976  0.332
H 0.915 2.433 1.963  0.271
H 0.875 0.940 -1.968  0.456

Values from the calculation:
relative energy (zero: lowest compared OMol25 entry of this formula, charge and spin): 765.7 kJ/mol
F_max: 0.007 hartree/bohr
E_LUMO (spin up / spin down): 0.81 / 0.81 eV
M: 115.176 g/mol
HOMO energy (spin up / spin down): -7.69 / -7.69 eV
multiplicity: 1
E_tot: -366.14227 hartree


# 9
Formula: C6H13NO
Source: OMol25
Level of theory: ωB97M-V/def2-TZVPD

Last column: Mulliken spin population.
Geometry (Å):
C 0.188 0.927 2.783  0.038
C 0.443 -0.308 1.832  0.005
N 0.611 -0.113 0.413  0.743
C 0.670 0.485 -2.507  -0.002
C 0.156 -0.851 -1.903  0.011
C -0.376 -0.830 -0.424  0.009
C -1.731 -0.151 -0.392  0.065
O -1.926 1.029 -0.351  0.032
H 1.049 0.988 3.444  -0.003
H 0.033 1.797 2.135  -0.002
H -0.740 0.835 3.343  0.007
H 1.396 -0.810 2.126  0.069
H -0.393 -0.976 2.056  0.014
H 0.719 0.856 0.109  -0.022
H 0.030 0.878 -3.288  0.000
H 0.713 1.207 -1.672  0.004
H 1.719 0.477 -2.810  0.004
H -0.651 -1.303 -2.456  0.000
H 1.029 -1.501 -1.994  0.003
H -0.370 -1.811 0.021  0.003
H -2.570 -0.824 -0.467  0.021

Values from the calculation:
relative energy (zero: lowest compared OMol25 entry of this formula, charge and spin): 160.0 kJ/mol
F_max: 0.072 hartree/bohr
E_LUMO (spin up / spin down): -3.76 / -8.05 eV
M: 115.176 g/mol
expectation value of S²: 0.755
HOMO energy (spin up / spin down): -14.91 / -14.91 eV
multiplicity: 2
total charge: +1
E_tot: -366.04902 hartree


# 10
Formula: C6H13NO
Source: OMol25
Level of theory: ωB97M-V/def2-TZVPD

Last column: Mulliken spin population.
Geometry (Å):
C 2.276 0.428 -1.370  0.047
C 1.643 -0.791 -0.775  0.316
C 1.073 -1.863 -1.348  0.338
O 0.523 -2.903 -0.567  0.224
H 3.167 0.679 -0.723  0.016
H 2.687 0.244 -2.389  0.004
H 1.620 1.254 -1.396  0.031
H 1.630 -0.791 0.315  0.013
H 0.935 -1.991 -2.455  0.006
H 0.556 -3.705 -1.036  -0.006
C -1.440 -0.737 1.026  0.003
C -1.499 0.717 0.577  0.004
C -1.438 2.824 1.666  0.001
N -0.960 1.628 1.585  -0.001
H -1.983 -1.437 0.428  0.001
H -0.407 -1.203 1.080  0.001
H -1.766 -0.856 2.064  0.000
H -2.571 0.994 0.355  0.000
H -0.873 0.795 -0.376  0.001
H -2.298 3.161 1.101  0.000
H -0.877 3.553 2.240  0.000

Values from the calculation:
relative energy (zero: lowest compared OMol25 entry of this formula, charge and spin): 279.6 kJ/mol
F_max: 0.114 hartree/bohr
E_LUMO (spin up / spin down): -4.38 / -8.67 eV
M: 115.176 g/mol
expectation value of S²: 0.755
HOMO energy (spin up / spin down): -12.49 / -12.49 eV
multiplicity: 2
total charge: +1
E_tot: -366.00345 hartree


# 11
Formula: C6H13NO2
Source: OMol25
Level of theory: ωB97M-V/def2-TZVPD

Last column: Mulliken charge in e.
Geometry (Å):
C 0.834 0.107 0.007  1.075
C 1.247 -0.145 -1.435  -1.551
C 1.056 -1.112 0.886  -1.728
C -2.023 -1.285 0.073  -1.289
C -0.767 1.040 -0.048  0.572
C -1.701 0.144 -0.144  0.170
N 1.661 1.248 0.509  -0.579
O -0.514 2.306 0.108  -0.721
O -2.937 1.068 0.123  -0.596
H 0.701 2.239 0.341  0.481
H -2.863 1.823 -0.476  0.302
H 2.643 1.159 0.238  0.284
H 1.660 1.257 1.527  0.293
H 0.600 -0.900 -1.877  0.326
H 1.146 0.764 -2.029  0.397
H 2.285 -0.494 -1.507  0.427
H 2.127 -1.340 0.978  0.428
H 0.590 -1.995 0.457  0.379
H 0.649 -0.956 1.886  0.374
H -1.519 -1.923 -0.653  0.326
H -3.100 -1.384 -0.044  0.357
H -1.775 -1.621 1.080  0.270

Values from the calculation:
relative energy (zero: lowest compared OMol25 entry of this formula, charge and spin): 377.1 kJ/mol
F_max: 0.143 hartree/bohr
E_LUMO: 0.59 eV
M: 131.175 g/mol
HOMO energy: -7.67 eV
multiplicity: 1
E_tot: -441.53637 hartree